1.
2 unconnected molecules or ions with the total composition C3H4IO4S in a non-equilibrium geometry, computed with wB97M-V/def2-TZVPD.

Computed properties:
Total charge: -1
E_HOMO (eV): -3.3
Frontier orbital gap (eV): 6.226

Geometry as XYZ:
```
13
Properties=species:S:1:pos:R:3:lowdin_charge:R:1
C -1.57 0.54 0.79 -0.561
C -0.22 0.68 0.21 -0.106
C 0.17 -0.28 -0.81 -0.285
O -2.19 1.51 1.13 0.083
O -2.03 -0.70 0.88 0.146
O 1.71 -0.37 1.76 -0.849
O -0.22 -1.44 -0.74 -0.032
S 2.62 -1.23 0.88 0.091
I 4.29 0.17 -0.17 0.109
H 0.10 1.76 0.12 0.157
H 0.41 0.31 1.08 0.081
H 0.95 -0.13 -1.68 0.143
H -1.35 -1.22 0.53 0.021
```

---

2.
2 unconnected molecules or ions with the total composition C3H4IOS in a non-equilibrium geometry, computed with wB97M-V/def2-TZVPD.

Computed properties:
Total charge: -1
E_HOMO (eV): -2.5
Frontier orbital gap (eV): 5.707

Geometry as XYZ:
```
10
Properties=species:S:1:pos:R:3:lowdin_charge:R:1
C -0.19 -1.94 -0.65 -0.910
C 0.18 0.69 0.88 -0.406
C 0.44 0.69 -0.59 -0.765
O 0.78 -2.62 -0.71 -0.006
S -1.72 -1.71 -0.55 0.648
I -0.97 1.84 -1.83 0.395
H 0.88 0.17 1.49 0.030
H 0.05 1.56 1.59 0.042
H -0.87 0.20 1.10 0.033
H 1.41 1.12 -0.74 -0.061
```